DFT (ωB97M-V/def2-TZVPD) results for the ion C5H13N2 with charge +1 in a non-equilibrium geometry.

Summary:
HOMO level   -15.1877 eV
Gap between HOMO and LUMO   12.3 eV
ΔE to the lowest compared entry with this formula, charge and spin   4.645 eV

ORCA input file:
```
! RIJCOSX wB97M-V def2-TZVPD def2/J DEFGRID3
* xyz 1 1
C 2.03 -0.97 0.53
C 0.52 -0.59 0.60
C -0.47 -0.71 -0.51
C -1.89 -1.34 -0.37
N -0.13 0.58 0.10
C 0.38 1.60 -0.78
N -1.10 1.20 1.08
H 2.34 -0.14 1.03
H 2.47 -1.20 -0.45
H 2.11 -1.86 1.24
H 0.32 -1.00 1.59
H 0.06 -0.89 -1.53
H -2.46 -1.18 0.54
H -1.65 -2.35 -0.22
H -2.34 -1.08 -1.36
H 0.63 2.46 -0.12
H 1.21 1.14 -1.44
H -0.46 1.89 -1.56
H -1.87 1.55 0.54
H -0.70 1.89 1.68
*
```


DFT (ωB97M-V/def2-TZVPD) results for the ion C5H13N2 with charge +1 in a non-equilibrium geometry.

Summary:
HOMO level   -12.8196 eV
Gap between HOMO and LUMO   9.1 eV
ΔE to the lowest compared entry with this formula, charge and spin   2.663 eV

ORCA input file:
```
! RIJCOSX wB97M-V def2-TZVPD def2/J DEFGRID3
* xyz 1 1
C 1.81 -0.29 -1.65
C 0.53 -0.42 -1.30
N -0.50 0.25 -2.15
C 0.01 -0.91 0.00
C -0.65 0.15 0.93
C 0.47 0.84 1.74
N -1.69 -0.44 1.74
H 2.13 -0.18 -2.68
H 2.60 -0.20 -0.92
H -0.12 1.02 -2.70
H -1.16 -0.37 -2.64
H -1.13 0.67 -1.46
H -0.61 -1.79 -0.22
H 0.80 -1.36 0.62
H -1.11 0.91 0.29
H 0.67 0.22 2.61
H 1.44 0.84 1.23
H 0.25 1.86 2.00
H -2.38 0.22 2.07
H -1.35 -1.01 2.50
*
```


DFT (ωB97M-V/def2-TZVPD) results for a cluster of 2 separate species, C5H13N2 in total in a non-equilibrium geometry.

Summary:
HOMO level   -13.7603 eV
Gap between HOMO and LUMO   9.8 eV
ΔE to the lowest compared entry with this formula, charge and spin   3.292 eV

ORCA input file:
```
! RIJCOSX wB97M-V def2-TZVPD def2/J DEFGRID3
* xyz 1 1
C -1.90 1.26 0.43
C -1.57 0.00 0.65
C 1.44 1.08 -0.87
C 1.53 -0.34 1.15
C -1.10 -0.62 -0.50
N -1.23 -1.92 -0.65
N 1.03 -0.19 -0.20
H -2.38 1.99 1.15
H -1.82 1.52 -0.60
H -1.64 -0.56 1.56
H 1.44 0.94 -1.91
H 0.76 1.91 -0.72
H 2.41 1.37 -0.72
H 2.62 -0.34 1.08
H 1.22 0.65 1.68
H 1.12 -1.13 1.78
H -0.85 0.11 -1.30
H -0.99 -2.44 -1.48
H -1.56 -2.39 0.21
H 1.47 -0.89 -0.72
*
```